Record 1
Molecular formula: C28H54F33N2O12P3
Method: DFT, ωB97M-V with the def2-TZVPD basis set

As for the charge: -6. The value obtained for the HOMO energy is 1.99 eV. The lowest unoccupied orbital energy comes out at 7.16 eV. The calculation puts the total energy at -175015.5756 eV. As for the spin multiplicity: 1.

```
132
C28H54F33N2O12P3, DFT ωB97M-V with the def2-TZVPD basis set
C -1.24507 -1.22559 2.76019
C -1.84874 -1.49529 1.32367
C -0.82449 -2.25073 0.42240
O -0.64302 -3.59523 0.92948
C -0.06472 -4.58023 0.09430
N -3.13334 -2.09876 1.39303
H -3.09120 -2.98502 1.84230
H -4.62807 -1.19082 2.23034
H -3.46071 -2.29480 0.45556
H -1.97689 -0.59674 3.29842
H -0.27784 -0.76251 2.72715
H -1.05929 -2.14577 3.34053
H -1.86593 -0.53962 0.83078
H 0.11799 -1.71469 0.35349
H -1.26191 -2.27223 -0.62696
H -0.80091 -5.01919 -0.53709
H 0.38098 -5.28656 0.79005
H 0.63217 -4.06249 -0.56627
C 2.16096 1.65091 -0.47769
C 1.08030 2.24879 -1.34780
C -0.31783 1.81196 -0.88844
O -1.14329 2.32697 -1.88504
C -2.45590 1.79693 -1.77378
N 1.34940 3.69132 -1.25774
H 2.36275 3.78474 -1.51438
H 0.83279 4.26045 -1.96985
H 1.74544 5.20607 0.04591
H 1.99164 1.84316 0.55234
H 3.14799 2.06193 -0.60265
H 2.03540 0.60508 -0.58268
H 1.08559 1.84000 -2.33106
H -0.73105 2.14578 0.01526
H -0.23944 0.71531 -1.04088
H -3.21692 2.57034 -1.93294
H -2.63396 1.38501 -0.78325
H -2.67811 1.08967 -2.48212
P 0.95217 -9.85812 10.26610
F 2.58732 -9.75979 9.95254
F 0.65101 -9.57822 8.71231
F 1.10824 -11.45911 10.07830
F -0.59032 -9.93577 10.59476
F 1.27834 -10.09899 11.87291
F 0.91916 -8.26861 10.64668
P -3.20901 -3.97766 -3.48443
F -3.47585 -2.39632 -3.09938
F -1.87178 -3.54112 -4.22631
F -2.29387 -4.15953 -2.16532
F -2.94457 -5.57814 -3.83674
F -4.48346 -4.37127 -2.54885
F -4.13794 -3.95999 -4.79848
P -0.15242 4.63741 7.25573
F 0.60669 6.09344 7.40124
F 1.23348 4.00565 6.74745
F 0.22218 4.24019 8.72074
F -0.96149 3.27896 7.14572
F -1.57620 5.36786 7.83141
F -0.63681 4.98305 5.72273
C 1.00595 6.39736 1.51390
O 0.60259 5.36093 2.36862
O 1.85743 6.10245 0.42112
C -0.24103 7.00096 0.77423
F 0.10400 8.24019 0.38232
F -0.68763 6.38625 -0.34464
F -1.22474 7.04082 1.71735
C 0.05719 4.18893 1.75448
C 0.18293 2.98943 2.68011
H 1.20871 2.88614 2.83482
H -0.34342 2.91692 3.63838
H -0.37840 2.10121 2.24095
H 0.70488 3.95038 0.98823
H -1.00843 4.27046 1.49754
H 1.40588 7.15858 2.23376
C 4.25127 -4.40461 -9.06981
O 4.68363 -5.27507 -8.15358
O 4.50126 -4.48838 -10.24467
C 10.06121 -3.43835 3.11968
F 8.87807 -4.27304 3.05762
F 10.92250 -4.28232 4.05535
F 9.67530 -2.42650 4.06008
C 4.21750 -5.19982 -6.86527
C 5.33332 -5.21897 -5.80053
H 4.93534 -5.18062 -4.73702
H 5.83248 -6.16513 -5.91630
H 6.09690 -4.45340 -5.92949
H 3.56790 -6.05841 -6.71088
H 3.53282 -4.37214 -6.61583
H 3.54285 -3.66687 -8.60549
C 10.98665 2.00645 -3.81563
O 10.05886 2.86046 -2.98984
O 10.65278 0.78869 -4.11573
C 11.07788 2.87711 -5.11436
F 11.52656 4.16647 -5.02468
F 12.03287 2.26005 -5.96709
F 9.91426 2.86928 -5.82412
C 9.55812 2.18907 -1.79624
C 8.23550 2.83974 -1.48350
H 7.85270 2.64098 -0.51828
H 8.29450 3.92030 -1.66089
H 7.49192 2.48448 -2.18446
H 10.27306 2.21481 -0.97212
H 9.34466 1.12118 -1.91041
H 11.94390 2.14229 -3.18998
C -6.15783 -1.36423 3.42843
O -5.95267 -0.52592 4.53386
O -5.60473 -1.00199 2.25075
C -5.94873 -2.80745 3.75934
F -4.67427 -3.16913 3.88498
F -6.63775 -3.08384 4.92410
F -6.50036 -3.65466 2.84281
C -4.60954 -0.24002 4.92464
C -4.64259 1.11012 5.53089
H -4.87119 1.84808 4.68929
H -5.37435 1.20262 6.30363
H -3.58750 1.35796 5.81567
H -3.95155 -0.22501 4.02635
H -4.20137 -0.99933 5.59128
H -7.24585 -1.27516 3.30744
C -9.08889 2.11752 -6.47432
O -8.44114 2.75512 -5.23899
O -10.34143 2.27279 -6.60941
C -8.04483 2.67186 -7.56482
F -6.78876 2.17562 -7.42772
F -8.52082 2.42146 -8.82012
F -7.89571 4.04325 -7.62067
C -8.81021 2.05122 -3.99916
C -7.68940 2.38891 -3.03404
H -7.70286 3.44345 -2.74464
H -7.57046 1.74371 -2.14116
H -6.73817 2.32529 -3.52375
H -8.92186 0.94673 -4.24841
H -9.82864 2.35757 -3.59724
H -8.72870 1.06266 -6.14034
```

Mulliken population analysis, charges in e, atoms 1 to 6: -1.185 0.801 -0.778 -0.343 -0.757 -0.389

***

Record 2
Molecular formula: C28H55As2NReSi4
Method: DFT, ωB97M-V with the def2-TZVPD basis set

Its expectation value of S² is 3.796. As for the charge: +2. The value obtained for the HOMO energy (spin up / spin down) is -13.31 / -13.39 eV. The lowest unoccupied orbital energy (spin up / spin down) comes out at -6.72 / -7.19 eV. The calculation puts the total energy at -186723.2084 eV. The value obtained for the relative energy (zero: lowest compared OMol25 entry of this formula, charge and spin) is 53.3 kJ/mol. As for the spin multiplicity: 4.

```
91
C28H55As2NReSi4, DFT ωB97M-V with the def2-TZVPD basis set
Re -0.12063 -0.17272 0.78119
C -1.27601 -2.95610 0.29060
N -1.59914 -1.75228 1.09635
C -1.60965 -2.15565 2.52393
C -2.95182 -1.22162 0.75274
C -3.00927 0.23190 1.10117
C -4.19391 0.90562 1.35813
C -4.18520 2.28631 1.50243
C -2.99575 3.00130 1.39212
C -1.80220 2.33155 1.17472
C -1.80348 0.94262 1.03182
H -2.02874 -3.72758 0.46976
H -0.30060 -3.34056 0.58952
H -1.25449 -2.69557 -0.76229
H -2.22913 -3.04806 2.63876
H -2.02981 -1.35219 3.11744
H -0.59782 -2.38602 2.85904
H -3.71488 -1.82090 1.25637
H -3.08434 -1.33768 -0.32139
H -5.12832 0.36050 1.41707
H -5.11199 2.81140 1.68991
H -2.99982 4.07905 1.48804
H -0.87421 2.89159 1.10944
C -0.89001 -0.09428 4.97930
As 0.20400 0.59009 3.52692
C 0.12404 2.46410 4.03998
C 1.97361 -0.03742 3.95069
C 2.33310 -0.50547 5.20830
C 3.60745 -1.01377 5.42129
C 4.51936 -1.05500 4.37789
C 4.16894 -0.57953 3.12043
C 2.89253 -0.07529 2.89918
As 2.40640 0.73174 1.19189
C 3.96483 0.33446 0.12247
C 2.70284 2.62234 1.56000
H -0.57556 0.39735 5.89888
H -0.79116 -1.17065 5.09169
H -1.92999 0.16743 4.78780
H 0.52265 2.55823 5.04919
H -0.92653 2.75231 4.03474
H 0.67660 3.11734 3.37415
H 1.62758 -0.47959 6.02922
H 3.88559 -1.37820 6.40087
H 5.51092 -1.45581 4.53914
H 4.90533 -0.61225 2.32952
H 4.80034 0.86307 0.58050
H 3.82180 0.69230 -0.89111
H 4.16347 -0.73353 0.10747
H 3.27658 2.69042 2.48295
H 1.77262 3.17237 1.65520
H 3.27273 3.04403 0.73665
C -1.16929 2.91655 -2.65553
Si 0.38842 1.87376 -2.68203
C 1.68724 2.81809 -1.72060
C 1.03466 1.66184 -4.42396
Si -0.12004 -0.26518 -1.72205
Si 1.36655 -1.88953 -2.68619
C 1.32995 -3.54095 -1.78939
C 0.83292 -2.21138 -4.44982
C 3.15316 -1.33417 -2.72760
Si -2.25573 -0.67012 -2.81011
C -3.64878 0.39124 -2.11655
C -2.08293 -0.19392 -4.61421
C -2.74024 -2.49108 -2.78917
H -0.92175 3.93101 -2.98063
H -1.60633 2.98359 -1.65760
H -1.93789 2.54017 -3.32940
H 1.91925 3.74518 -2.25108
H 2.61749 2.25452 -1.63249
H 1.33338 3.09118 -0.72741
H 1.20109 2.65594 -4.84862
H 0.34109 1.13678 -5.07738
H 1.98828 1.13232 -4.44713
H 0.34958 -4.02014 -1.80372
H 1.67479 -3.47962 -0.75383
H 2.01709 -4.20963 -2.31576
H -0.17360 -2.62217 -4.52363
H 1.51844 -2.95620 -4.86431
H 0.89552 -1.32189 -5.07635
H 3.65400 -1.53716 -1.78413
H 3.28204 -0.28119 -2.98100
H 3.67150 -1.92070 -3.49068
H -4.06551 0.98372 -2.93348
H -3.33580 1.09005 -1.34276
H -4.46024 -0.22319 -1.71848
H -1.89627 0.86904 -4.75257
H -3.05362 -0.40923 -5.07248
H -1.33020 -0.75342 -5.16108
H -3.17886 -2.84030 -1.85371
H -1.89945 -3.14361 -3.03301
H -3.49876 -2.64183 -3.56212
```

Mulliken population analysis, charges in e, atoms 1 to 6: 0.073 -0.761 0.304 -1.159 -0.047 -0.654

***

Record 3
Molecular formula: C28H55AsBrFN3Si3Sr
Method: DFT, ωB97M-V with the def2-TZVPD basis set

As for the charge: +1. The value obtained for the HOMO energy is -8.79 eV. The lowest unoccupied orbital energy comes out at -3.04 eV. The calculation puts the total energy at -192464.3799 eV. As for the spin multiplicity: 1.

```
93
C28H55AsBrFN3Si3Sr, DFT ωB97M-V with the def2-TZVPD basis set
Sr 0.43683 0.30138 0.58116
C -3.89894 1.83515 -5.86331
C -3.95022 1.32662 -4.44606
C -5.07464 0.71814 -3.90662
C -5.05620 0.25992 -2.60084
C -3.88842 0.42406 -1.88046
Br -3.84438 -0.18459 -0.08105
N -2.79474 0.99449 -2.35062
C -2.84453 1.43863 -3.61117
H -4.85235 1.69288 -6.36931
H -3.13083 1.30855 -6.43264
H -3.65576 2.89878 -5.88875
H -5.97144 0.60374 -4.50535
H -5.91879 -0.21120 -2.15286
H -1.94415 1.92485 -3.98400
C 3.77772 1.43193 0.61583
N 3.16096 0.65949 -0.46795
C 3.67233 -0.71869 -0.45946
C 3.38070 1.31094 -1.76002
C 2.32999 2.37687 -2.02053
N 0.96615 1.84500 -1.95447
C 0.68821 0.90895 -3.05076
C -0.00572 2.94215 -2.00034
H 4.84554 1.60964 0.43474
H 3.67728 0.89438 1.55554
H 3.29111 2.40422 0.71958
H 4.75770 -0.76541 -0.62190
H 3.18415 -1.30535 -1.23865
H 3.45200 -1.18200 0.50292
H 3.34888 0.55441 -2.54220
H 4.37495 1.76899 -1.80580
H 2.52359 2.84434 -2.99544
H 2.41590 3.16251 -1.26621
H 0.74261 1.40351 -4.02889
H -0.30951 0.48246 -2.92233
H 1.39801 0.08358 -3.04727
H 0.05765 3.50752 -2.94012
H 0.17809 3.63804 -1.17935
H -1.01844 2.54421 -1.90273
F 1.47749 -5.99799 -2.08128
C 0.95882 -5.02201 -1.29934
C 1.74464 -4.45600 -0.32004
C 1.20030 -3.45537 0.47600
C -0.12637 -3.01570 0.33020
C -0.66938 -1.96111 1.21039
C -0.87761 -3.62072 -0.68958
C -0.34362 -4.61505 -1.49962
H 2.76152 -4.80653 -0.18040
H 1.80885 -3.00178 1.25203
H -0.30943 -2.05819 2.23998
H -1.75760 -1.88348 1.19406
H -1.90917 -3.31674 -0.83196
H -0.93408 -5.08430 -2.27761
C 3.92138 0.66415 6.35175
Si 2.82996 1.06459 4.89046
C 1.18053 1.74642 5.45930
C 3.66861 2.43896 3.92876
As 2.33762 -0.75161 3.45432
Si 1.00063 -2.04702 4.93063
C -0.73269 -1.32866 4.84909
C 1.00666 -3.81575 4.34921
C 1.56009 -2.01111 6.71206
Si 4.40145 -1.92751 3.45510
C 5.74445 -0.78008 2.83360
C 4.93363 -2.59638 5.11243
C 4.27498 -3.37974 2.28442
H 3.72273 1.37202 7.16266
H 4.97626 0.75574 6.07536
H 3.75850 -0.34232 6.73811
H 1.31506 2.74460 5.88689
H 0.71618 1.11338 6.22128
H 0.47717 1.83072 4.62703
H 3.95754 3.22913 4.62966
H 2.99687 2.88148 3.18699
H 4.57432 2.10717 3.41459
H -1.38189 -1.94725 4.22481
H -0.74009 -0.31623 4.44078
H -1.16816 -1.28422 5.85184
H 0.61835 -3.91953 3.33185
H 0.38210 -4.41724 5.01772
H 2.01669 -4.23599 4.37452
H 1.50910 -1.00666 7.14224
H 2.57897 -2.38377 6.84004
H 0.89267 -2.65747 7.29165
H 5.74506 0.17918 3.35897
H 5.64620 -0.58327 1.76292
H 6.71903 -1.25030 2.99972
H 5.19683 -1.80110 5.81336
H 5.81866 -3.22091 4.95657
H 4.16381 -3.22068 5.57276
H 4.03000 -3.08151 1.26295
H 3.51595 -4.09479 2.61447
H 5.23763 -3.90110 2.26116
```

Mulliken population analysis, charges in e, atoms 1 to 6: 1.369 -1.385 0.269 -0.425 -0.482 0.045

***

Record 4
Molecular formula: C28H55BrFO7S4
Method: DFT, ωB97M-V with the def2-TZVPD basis set

As for the charge: +1. The value obtained for the HOMO energy is -11.48 eV. The lowest unoccupied orbital energy comes out at -3.41 eV. The calculation puts the total energy at -160349.5318 eV. As for the spin multiplicity: 1.

```
96
C28H55BrFO7S4, DFT ωB97M-V with the def2-TZVPD basis set
C 1.00597 1.19415 -2.57268
C 2.14915 0.77417 -1.47902
C 3.18307 -0.22710 -2.18790
C 3.96218 -1.20991 -1.18805
C 3.02011 -2.08602 -0.23410
C 2.54185 -3.49827 -0.86661
C 0.97089 -3.49002 -1.29081
C 0.81615 -2.70452 -2.68761
C -0.47969 -3.10527 -3.54975
C -1.71871 -3.19275 -2.51818
C -3.13712 -2.96988 -3.24763
S -4.28861 -2.31651 -1.90856
C -4.96982 -3.84040 -1.09427
C -4.90942 -3.65871 0.49561
O -5.82131 -4.18402 1.16963
Br -3.42780 -2.66372 1.34643
C -5.62443 -1.29723 -2.71684
C -5.63365 0.14446 -1.94419
C -7.08609 0.27743 -1.26005
F -4.59927 0.16135 -0.91309
H 1.29115 0.88404 -3.63581
H -0.00150 0.66629 -2.34630
H 0.78669 2.31658 -2.47957
H 1.57588 0.33118 -0.59790
H 2.60609 1.75999 -1.13109
H 2.68259 -0.77107 -3.07729
H 3.99262 0.43930 -2.68181
H 4.54668 -1.95556 -1.85454
H 4.77823 -0.63916 -0.60150
H 2.11170 -1.53635 0.18453
H 3.66766 -2.36843 0.68400
H 3.22269 -3.89864 -1.69101
H 2.60689 -4.26811 -0.00281
H 0.58006 -4.56809 -1.44276
H 0.33624 -2.94646 -0.51290
H 1.80876 -2.79064 -3.27300
H 0.71367 -1.57775 -2.43734
H -0.26547 -4.09082 -4.09046
H -0.62798 -2.25665 -4.32292
H -1.55915 -2.32734 -1.76884
H -1.62146 -4.19312 -1.97743
H -3.04138 -2.19653 -4.10040
H -3.48104 -3.98631 -3.66064
H -4.25399 -4.70639 -1.35467
H -6.01192 -4.05612 -1.50124
H -6.61222 -1.85821 -2.62861
H -5.37425 -1.16025 -3.83279
H -5.37406 1.00551 -2.64923
H -7.84793 -0.14609 -1.99332
H -7.24174 1.39988 -1.05000
H -7.08566 -0.27429 -0.25475
C 5.60176 -0.68432 5.17844
C 5.76470 -2.18426 5.43282
C 5.43341 -2.90971 4.12707
S 5.82446 -1.76670 2.80675
O 4.59724 -1.40662 2.13001
O 6.98616 -2.24319 2.09209
C 6.30989 -0.40971 3.85830
H 6.02180 -0.08743 5.99040
H 4.53849 -0.43770 5.09188
H 6.80027 -2.39476 5.71866
H 5.12390 -2.52786 6.24786
H 6.02774 -3.81619 4.00796
H 4.37085 -3.15052 4.06167
H 6.01850 0.53648 3.40290
H 7.39477 -0.45182 3.97743
C 0.08931 6.74412 0.24114
C -0.23470 7.14234 -1.20019
C 0.30126 6.03761 -2.11310
S 0.27623 4.53336 -1.14455
O 1.63811 4.09469 -0.94017
O -0.75006 3.65197 -1.65901
C -0.31094 5.27981 0.36553
H -0.44186 7.36736 0.96312
H 1.16321 6.85596 0.42260
H -1.31986 7.22506 -1.31984
H 0.19790 8.11128 -1.45882
H -0.32291 5.90842 -2.99796
H 1.33339 6.23015 -2.41104
H 0.13802 4.78302 1.22555
H -1.39730 5.16938 0.39208
C -3.06955 0.80882 2.81211
C -1.82769 0.30039 2.07676
C -1.08113 1.52226 1.53693
S -1.47304 2.87553 2.63998
O -2.23691 3.85962 1.90746
O -0.29647 3.22492 3.40206
C -2.58890 1.95818 3.68852
H -3.54062 0.02179 3.40520
H -3.80510 1.17264 2.08692
H -1.18598 -0.24347 2.77830
H -2.08937 -0.38882 1.26989
H -0.00206 1.36369 1.52848
H -1.42510 1.79158 0.53631
H -3.39640 2.60578 4.02898
H -2.01670 1.58933 4.54264
```

Mulliken population analysis, charges in e, atoms 1 to 6: -0.305 0.309 -0.612 -0.870 0.829 -1.098